Entry 1:
# C24H31INOS

C24H31INOS as an isolated structure (ωB97M-V with the def2-TZVPD basis set, the OMol25 dataset).

lowest unoccupied orbital energy	-0.129	hartree
E_tot	-47857.0077	eV
molar mass	508.49	g/mol
net charge	+1
frontier orbital gap	7.6	eV
HOMO	-0.409	Eh

Last column: Löwdin charge in e.
Geometry (Å):
C1 0.17470 -0.21575 1.88707  -0.080
C2 -1.31593 0.12975 1.77575  -0.364
C3 -1.48531 1.65422 1.71891  -0.945
I1 -1.39042 2.35328 -0.29991  1.011
S1 -3.05881 2.33202 2.38822  1.071
C4 -3.75135 1.12035 3.55243  -0.356
C5 -4.61958 0.06737 2.87128  -0.150
C6 -5.74994 0.66223 2.03643  -0.522
N1 -6.68316 -0.22420 1.50193  0.146
O1 -5.81414 1.85244 1.86106  0.064
H1 0.58489 0.18048 2.82073  0.091
H2 0.74313 0.18002 1.04117  0.056
H3 0.29919 -1.30114 1.90827  0.075
H4 -1.71797 -0.30973 0.85807  0.094
H5 -1.83062 -0.29919 2.63843  0.084
H6 -0.66620 2.14712 2.24474  0.057
H7 -2.54781 3.19696 3.28180  0.035
H8 -2.92928 0.66167 4.10542  0.099
H9 -4.33768 1.71019 4.26341  0.114
H10 -5.08031 -0.53691 3.66104  0.140
H11 -4.03060 -0.62708 2.26191  0.119
H12 -6.34475 -1.17984 1.48523  0.097
H13 -7.57344 -0.19037 1.98817  0.119
C7 1.98848 4.04884 -5.00862  -0.079
C8 1.57963 2.80717 -4.54339  -0.097
C9 0.41647 2.69721 -3.79791  -0.131
C10 -0.32650 3.82946 -3.50256  -0.140
C11 0.07557 5.07446 -3.96546  -0.087
C12 1.23119 5.18004 -4.72768  -0.083
H14 2.89909 4.13737 -5.58624  0.106
H15 2.16938 1.92472 -4.75574  0.107
H16 0.10169 1.72622 -3.43275  0.090
H17 -1.22367 3.74029 -2.89999  0.038
H18 -0.50271 5.95773 -3.72857  0.104
H19 1.55177 6.14808 -5.08934  0.105
C13 2.27776 -5.61731 1.81354  -0.088
C14 1.43357 -4.95310 2.69237  -0.095
C15 0.23906 -4.41802 2.23052  -0.120
C16 -0.11240 -4.54710 0.89329  -0.110
C17 0.73245 -5.21170 0.01510  -0.095
C18 1.92787 -5.74549 0.47612  -0.089
H20 3.20812 -6.03788 2.17161  0.105
H21 1.70538 -4.85610 3.73541  0.102
H22 -0.42213 -3.90206 2.91714  0.092
H23 -1.04812 -4.13582 0.53409  0.094
H24 0.45730 -5.31869 -1.02607  0.103
H25 2.58617 -6.26559 -0.20724  0.105
C19 2.86679 0.97320 -1.69829  -0.101
C20 4.20377 1.28662 -1.89882  -0.087
C21 5.18493 0.34562 -1.61889  -0.086
C22 4.82984 -0.90923 -1.14218  -0.088
C23 3.49281 -1.22551 -0.94432  -0.091
C24 2.51240 -0.28227 -1.22170  -0.110
H26 2.10262 1.70855 -1.91423  0.073
H27 4.47916 2.26428 -2.27356  0.104
H28 6.22792 0.59016 -1.77204  0.104
H29 5.59639 -1.64217 -0.92727  0.104
H30 3.21579 -2.20592 -0.57702  0.098
H31 1.46755 -0.52998 -1.07083  0.087

=====

Entry 2:
# C23H25I2O7P

One molecule with the formula C23H25I2O7P (ωB97M-V with the def2-TZVPD basis set, the OMol25 dataset).

lowest unoccupied orbital energy	-0.037	hartree
E_tot	-64078.5541	eV
molar mass	698.23	g/mol
frontier orbital gap	8.2	eV
energy above the lowest of the compared OMol25 structures with the same formula, charge and spin	339.9	kJ/mol
HOMO	-0.337	Eh

Last column: Löwdin charge in e.
Geometry (Å):
C1 2.69267 3.58416 -1.03500  -0.072
C2 1.36705 3.73159 -1.87331  -0.248
O1 1.26114 2.78792 -2.95848  -0.170
C3 0.25186 1.79026 -2.66878  -0.144
C4 0.77570 0.90441 -1.48676  -0.100
C5 2.05131 0.19013 -1.60787  0.030
C6 2.60540 -0.67264 -0.56849  -0.228
C7 3.94979 -1.40387 -0.85379  -0.677
I1 4.30092 -3.11261 0.47775  0.839
C8 5.20842 -0.44682 -0.94488  -0.278
C9 5.26606 0.38404 0.41648  -0.109
C10 1.87242 -0.82053 0.69510  0.001
C11 0.61109 -0.11963 0.81652  -0.048
C12 0.03329 0.72984 -0.24790  -0.006
C13 -1.36234 1.38275 0.02598  -0.264
O2 -1.63875 2.52384 -0.25543  0.107
C14 -2.37401 0.42996 0.75313  -0.011
C15 -3.77972 0.32320 0.40643  -0.176
C16 -4.39969 1.16971 -0.73508  -0.135
C17 -3.72103 0.72893 -2.11702  -0.231
O3 -4.62401 -0.06609 -2.90409  -0.084
C18 -4.59816 -0.65166 1.15511  -0.572
I2 -6.68814 -0.97039 0.75639  0.866
C19 -4.01716 -1.48534 2.21541  -0.078
C20 -2.58940 -1.37558 2.56803  -0.181
C21 -1.92160 -2.27026 3.66090  -0.155
P1 -0.97476 -3.62289 2.81398  0.551
O4 0.18878 -4.03109 3.64595  -0.298
O5 -0.37065 -3.18935 1.32337  -0.147
O6 -2.03022 -4.90051 2.52101  -0.165
C22 -1.79445 -0.40876 1.82056  -0.023
C23 -0.25962 -0.25756 2.10848  -0.287
O7 0.20415 -0.21693 3.21988  0.125
H1 2.68147 2.60484 -0.48235  0.052
H2 3.62377 3.67758 -1.64717  0.082
H3 2.66176 4.38946 -0.24873  0.083
H4 0.45724 3.74798 -1.21237  0.114
H5 1.41203 4.75437 -2.35034  0.122
H6 -0.67509 2.36446 -2.40530  0.112
H7 0.03721 1.17817 -3.57903  0.135
H8 2.60102 0.30166 -2.57667  0.134
H9 3.83918 -1.87689 -1.87190  0.082
H10 6.10104 -1.11940 -1.05892  0.093
H11 5.06317 0.20825 -1.84200  0.107
H12 6.32998 0.68010 0.58533  0.076
H13 4.57508 1.25460 0.27346  0.061
H14 4.84675 -0.20922 1.27598  0.053
H15 2.21398 -1.43379 1.55568  0.076
H16 -4.22223 2.26774 -0.63082  0.117
H17 -5.49584 1.01469 -0.88149  0.055
H18 -3.44904 1.65022 -2.69853  0.119
H19 -2.76703 0.16107 -1.91199  0.119
H20 -4.11348 -0.78962 -3.30424  0.089
H21 -4.63853 -2.23980 2.75164  0.098
H22 -1.29630 -1.68663 4.38845  0.111
H23 -2.73560 -2.73597 4.28949  0.113
H24 -0.99649 -3.38811 0.60205  0.089
H25 -1.55045 -5.41399 1.83623  0.077

=====

Entry 3:
# C4H8O2

One molecule with the formula C4H8O2 (ωB97M-V with the def2-TZVPD basis set, the OMol25 dataset).

lowest unoccupied orbital energy (alpha / beta)	-0.014 / -0.014	hartree
E_tot	-8369.7561	eV
molar mass	88.11	g/mol
frontier orbital gap (alpha / beta)	8.5 / 8.5	eV
energy above the lowest of the compared OMol25 structures with the same formula, charge and spin	340.2	kJ/mol
HOMO (alpha / beta)	-0.326 / -0.326	Eh

Last column: Löwdin charge in e.
Geometry (Å):
C1 0.91396 -0.10993 1.30700  -0.110
C2 1.01003 0.43195 -0.11826  -0.192
C3 -0.12196 -0.02568 -1.06128  -0.506
O1 -0.40289 -1.36633 -1.08717  -0.174
C4 -1.52417 0.30613 -0.67393  -0.002
O2 -2.06037 -0.35542 0.28011  0.103
H1 1.81582 0.13329 1.87899  0.073
H2 0.81533 -1.20054 1.29037  0.077
H3 0.05941 0.30867 1.85244  0.070
H4 1.94064 0.07342 -0.57689  0.115
H5 1.06594 1.53031 -0.11349  0.110
H6 0.07193 0.42481 -2.05549  0.140
H7 -1.37994 -1.13392 0.27987  0.144
H8 -2.20372 0.98325 -1.20227  0.151

=====

Entry 4:
# C3H11NOS

A 2-piece molecular cluster, C3H11NOS overall (ωB97M-V with the def2-TZVPD basis set, the OMol25 dataset).

lowest unoccupied orbital energy	0.027	hartree
E_tot	-17661.5837	eV
molar mass	109.19	g/mol
frontier orbital gap	9.2	eV
energy above the lowest of the compared OMol25 structures with the same formula, charge and spin	80.8	kJ/mol
HOMO	-0.312	Eh

Last column: Löwdin charge in e.
Geometry (Å):
C1 -1.25819 -1.61953 -0.61268  -0.429
S1 -0.31533 -2.52120 0.65817  0.730
C2 -0.35857 -1.30219 2.02040  -0.426
H1 -1.63553 -0.64536 -0.33723  0.034
H2 -0.55852 -1.49798 -1.43639  0.010
H3 -2.08560 -2.26313 -0.90102  0.022
H4 -0.54256 -0.30831 1.63286  0.009
H5 0.59498 -1.29981 2.53858  0.025
H6 -1.17990 -1.49917 2.70583  0.026
N1 0.01286 2.22437 -0.86122  0.022
C3 0.88724 1.07580 -0.94335  -0.364
O1 2.27563 1.37190 -0.86645  -0.048
H7 0.34258 2.90660 -1.54504  0.075
H8 0.14901 2.70062 0.02376  0.062
H9 0.68812 0.52643 -1.86148  0.111
H10 0.59006 0.34561 -0.18755  0.074
H11 2.39370 1.80535 -0.02722  0.068

=====

Entry 5:
# C4H6N2O

One molecule with the formula C4H6N2O (ωB97M-V with the def2-TZVPD basis set, the OMol25 dataset).

lowest unoccupied orbital energy	0.022	hartree
E_tot	-9268.6860	eV
molar mass	98.11	g/mol
frontier orbital gap	9.2	eV
energy above the lowest of the compared OMol25 structures with the same formula, charge and spin	464.7	kJ/mol
HOMO	-0.315	Eh

Last column: Löwdin charge in e.
Geometry (Å):
C1 -1.13665 0.71217 0.08310  -0.063
C2 0.11387 1.22574 -0.31860  -0.097
N1 1.40352 0.59718 -0.18312  0.000
C3 1.64164 -0.76121 0.00989  -0.168
N2 0.76080 -1.74105 0.04387  0.039
O1 -0.41857 -1.39600 -0.67437  -0.197
C4 -1.50400 -0.73089 0.13240  -0.150
H1 -2.01605 1.36655 -0.16027  0.101
H2 0.34672 2.24675 -0.29754  0.074
H3 2.08640 1.41960 0.16613  0.197
H4 2.56895 -0.98721 0.33701  0.076
H5 -1.33946 -1.07081 1.08296  0.078
H6 -2.50719 -0.88081 -0.22147  0.111

=====

Entry 6:
# C4H10N2

C4H10N2 as an isolated structure (ωB97M-V with the def2-TZVPD basis set, the OMol25 dataset).

lowest unoccupied orbital energy	0.036	hartree
E_tot	-7287.1935	eV
molar mass	86.14	g/mol
frontier orbital gap	10.1	eV
energy above the lowest of the compared OMol25 structures with the same formula, charge and spin	330.6	kJ/mol
HOMO	-0.334	Eh

Last column: Löwdin charge in e.
Geometry (Å):
C1 -0.50420 0.53217 1.11017  -0.336
C2 -0.32567 -0.74142 1.87069  -0.088
C3 0.52019 -0.49382 -1.80886  -0.016
C4 1.47929 -0.34304 -0.93427  -0.286
N1 -1.51531 0.88734 0.43537  0.031
N2 2.30898 -0.31335 -0.04197  0.141
H1 0.24283 1.29924 1.29165  0.099
H2 -1.59474 1.73200 -1.35396  0.012
H3 -2.16705 0.12235 0.24430  0.056
H4 3.28815 -0.13246 -0.26181  0.083
H5 -0.23902 -0.52734 2.94578  0.081
H6 -1.14738 -1.43378 1.69526  0.072
H7 0.60981 -1.20998 1.56536  0.047
H8 0.12720 0.37120 -2.33055  0.013
H9 0.38686 -1.46700 -2.27530  0.064
H10 -1.46995 1.71789 -2.15187  0.025

=====

Entry 7:
# C2H4N4O

One molecule with the formula C2H4N4O (ωB97M-V with the def2-TZVPD basis set, the OMol25 dataset).

lowest unoccupied orbital energy	0.026	hartree
E_tot	-10145.5216	eV
molar mass	100.08	g/mol
frontier orbital gap	9.5	eV
energy above the lowest of the compared OMol25 structures with the same formula, charge and spin	155.7	kJ/mol
HOMO	-0.324	Eh

Last column: Löwdin charge in e.
Geometry (Å):
N1 2.09733 0.03363 -0.27184  0.087
C1 0.73745 0.17513 -0.06142  -0.314
N2 0.17292 1.36564 0.28402  0.047
N3 -1.11556 1.24973 0.50302  -0.032
N4 -1.48479 0.04052 0.25445  0.060
C2 -0.37561 -0.62728 -0.13511  -0.409
O1 -0.49107 -1.89508 -0.47961  0.066
H1 2.23950 -0.41147 -1.18264  0.094
H2 2.52561 -0.57640 0.46209  0.111
H3 0.66778 2.21686 0.43799  0.150
H4 -1.36467 -2.18208 -0.08895  0.141